one) One molecule with the formula C4H3F3. Source: the Open Molecules 2025 dataset; level of theory: ωB97M-V with the def2-TZVPD basis set.

Last column: natural (NBO) charge in e.
Geometry (Å):
1 C 0.33 0.33 -0.01  -0.269
2 C 1.60 0.28 0.01  0.736
3 C -1.12 0.60 -0.26  -0.449
4 C -0.91 -0.74 0.28  0.235
5 F 2.28 -0.73 0.52  -0.309
6 F 2.57 1.13 -0.49  -0.328
7 F -1.06 -1.79 -0.60  -0.335
8 H -1.40 1.19 0.57  0.246
9 H -1.40 0.77 -1.35  0.269
10 H -0.91 -1.04 1.33  0.203

- HOMO level (eV) = -10.11
- molar mass (g/mol) = 108.06
- SMILES = FC(F)=C1C[C@H]1F
- lowest unoccupied orbital energy (eV) = 0.9

=====

two) One molecule with the formula C4H3F3. Source: the Open Molecules 2025 dataset; level of theory: ωB97M-V with the def2-TZVPD basis set.

Last column: natural (NBO) charge in e.
Geometry (Å):
1 C -0.71 -0.21 -0.12  -0.249
2 C 0.69 0.43 -0.16  0.182
3 C -1.86 0.20 0.39  -0.362
4 C 1.77 -0.26 0.03  0.679
5 F 0.89 1.53 -0.88  -0.306
6 F 2.98 0.19 -0.08  -0.280
7 F 1.70 -1.52 0.36  -0.294
8 H -0.64 -1.31 -0.50  0.216
9 H -2.85 -0.24 0.13  0.215
10 H -1.97 1.19 0.84  0.199

- HOMO level (eV) = -9.38
- molar mass (g/mol) = 108.06
- SMILES = C=CC(F)=C(F)F
- lowest unoccupied orbital energy (eV) = 0.9

=====

three) A 2-piece molecular cluster, C4H3F3 overall. Source: the Open Molecules 2025 dataset; level of theory: ωB97M-V with the def2-TZVPD basis set.

Last column: natural (NBO) charge in e.
Geometry (Å):
1 C 0.58 1.62 0.07  -0.142
2 C 1.22 2.64 0.00  0.377
3 C 4.00 -0.83 -0.13  0.632
4 C -0.11 0.37 0.44  -0.678
5 F 1.71 3.80 -0.40  -0.274
6 F 2.98 -0.60 0.59  -0.314
7 F 3.76 -1.86 -0.84  -0.316
8 H -0.75 0.17 -0.38  0.235
9 H -0.73 0.49 1.34  0.239
10 H 0.71 -0.45 0.59  0.240

- HOMO level (eV) = -10.06
- molar mass (g/mol) = 108.06
- lowest unoccupied orbital energy (eV) = 0.4

=====

Need the numbers? Relative energies in kJ/mol: one) 83.1; two) 0.0; three) 270.8.

=====

one) A 2-piece molecular cluster, C2H4OS2 overall. Source: the Open Molecules 2025 dataset; level of theory: ωB97M-V with the def2-TZVPD basis set.

Last column: natural (NBO) charge in e.
Geometry (Å):
1 C 1.14 -0.32 -0.14  -0.079
2 C 0.61 0.77 0.60  -0.783
3 O -2.05 -0.54 -0.29  -0.850
4 S 2.35 -1.12 -0.69  0.242
5 S -1.22 -1.93 -0.78  0.192
6 H 0.98 1.71 0.17  0.255
7 H 0.95 0.69 1.63  0.266
8 H -0.49 0.75 0.57  0.278
9 H -2.27 -0.02 -1.07  0.480

- HOMO level (alpha / beta) (eV) = -8.54 / -7.26
- molar mass (g/mol) = 108.19
- lowest unoccupied orbital energy (alpha / beta) (eV) = -0.3 / -1.0

=====

two) A 2-piece molecular cluster, C2H4OS2 overall. Source: the Open Molecules 2025 dataset; level of theory: ωB97M-V with the def2-TZVPD basis set.

Last column: natural (NBO) charge in e.
Geometry (Å):
1 C 1.30 0.20 -2.56  0.502
2 C 0.29 -0.04 1.35  -0.736
3 O 2.29 0.69 -2.75  -0.505
4 S -2.47 -0.26 0.08  -0.131
5 S -0.80 0.91 0.24  0.077
6 H -2.15 -0.89 -1.05  0.123
7 H 0.53 -1.00 0.91  0.220
8 H -0.18 -0.16 2.32  0.223
9 H 1.19 0.55 1.46  0.227

- HOMO level (eV) = -9.13
- molar mass (g/mol) = 108.19
- lowest unoccupied orbital energy (eV) = 0.6

=====

three) C2H4OS2 as an isolated structure. Source: the Open Molecules 2025 dataset; level of theory: ωB97M-V with the def2-TZVPD basis set.

Last column: natural (NBO) charge in e.
Geometry (Å):
1 C 0.75 0.08 0.57  -0.596
2 C -0.75 0.08 -0.01  0.255
3 H 1.07 -2.34 -0.49  0.178
4 H 0.54 0.00 1.67  0.279
5 H 1.05 1.16 0.27  0.261
6 H -0.05 -0.45 -1.71  0.499
7 O -1.14 -0.44 -1.16  -0.639
8 S 2.00 -0.97 -0.49  -0.110
9 S -1.59 1.24 0.88  -0.126

- HOMO level (eV) = -8.69
- molar mass (g/mol) = 108.19
- lowest unoccupied orbital energy (eV) = -0.3

=====

Need the numbers? Relative energies in kJ/mol: one) 324.1; two) 0.0; three) 279.4.